(P)
Density functional theory data (ωB97M-V with the def2-TZVPD basis set) for a single C15H23N5O3 molecule.

Last column: Löwdin charge in e.
Positions of all 46 atoms, in Å:
1 C 1.123 1.578 -0.957  -0.221
2 C -0.237 0.856 -0.634  -0.482
3 C 2.372 0.603 -0.729  -0.205
4 C 3.638 1.335 -0.737  -0.264
5 C 4.693 0.252 -0.826  -0.196
6 C 5.643 -1.446 0.843  -0.613
7 C -2.501 1.054 0.151  -0.285
8 C -3.360 2.249 0.666  -0.394
9 C -2.608 -0.142 1.117  -0.048
10 C -3.814 -0.930 0.510  -0.185
11 C -5.087 -1.180 1.026  -0.046
12 C -3.457 -1.615 -0.753  -0.032
13 C -5.916 -2.243 0.463  -0.084
14 C -4.265 -2.583 -1.370  -0.058
15 C -5.465 -2.959 -0.665  -0.105
16 H 1.634 3.877 -0.789  0.132
17 H 1.719 2.984 0.604  0.094
18 H 1.033 1.633 -2.103  0.165
19 H 2.115 0.029 0.135  0.106
20 H 2.334 0.051 -1.661  0.115
21 H 3.753 1.918 0.247  0.134
22 H 3.763 2.078 -1.596  0.142
23 H 4.554 -0.551 -1.687  0.144
24 H 5.685 0.831 -0.987  0.137
25 H 3.698 -0.991 0.584  0.116
26 H 6.247 -1.585 -0.954  0.029
27 H 5.522 -1.318 2.868  0.071
28 H 6.140 -2.910 2.085  0.128
29 H -0.804 2.516 0.095  0.177
30 H -3.000 0.855 -0.909  0.200
31 H -2.624 0.169 2.210  0.153
32 H -1.744 -0.767 0.827  0.115
33 H -5.485 -0.605 1.799  0.076
34 H -2.554 -1.458 -1.203  0.055
35 H -6.580 -2.764 1.254  0.124
36 H -3.863 -3.318 -2.050  0.094
37 H -6.069 -3.813 -0.893  0.079
38 H -4.999 2.971 1.026  0.131
39 N 1.160 2.982 -0.313  -0.011
40 N 4.633 -0.530 0.546  0.022
41 N 6.559 -1.803 0.018  0.094
42 N 5.585 -1.995 2.136  0.090
43 N -1.202 1.481 0.048  0.066
44 O -0.481 -0.175 -1.201  0.065
45 O -2.767 3.243 1.144  0.059
46 O -4.718 2.134 0.617  0.115

Computed properties:
* HOMO level: -8.70 eV
* HOMO-LUMO gap: 9.2216 eV
* SMILES: [H]/N=C(/N)NCCC[C@H](N)C(=O)N[C@@H](Cc1ccccc1)C(=O)O

***

(Q)
Density functional theory data (ωB97M-V with the def2-TZVPD basis set) for 2 unconnected molecules or ions with the total composition C15H23N5O3.

Last column: Löwdin charge in e.
Positions of all 46 atoms, in Å:
1 C 2.400 1.761 -0.843  -0.371
2 C 1.192 0.897 -0.761  -0.536
3 C 3.524 1.413 0.077  -0.155
4 C 3.680 -0.103 0.226  -0.239
5 C 2.863 -0.799 1.115  -0.053
6 C 4.614 -0.623 -0.741  -0.042
7 C 3.284 -2.177 1.287  -0.079
8 C 4.707 -2.015 -0.772  -0.059
9 C 4.152 -2.816 0.357  -0.066
10 C -1.011 0.806 0.265  -0.286
11 C -1.854 1.775 1.048  -0.323
12 C -0.880 -0.525 0.975  -0.122
13 C -1.263 -1.642 0.052  -0.225
14 C -2.766 -2.043 0.275  -0.246
15 C -4.757 -0.998 -0.594  -0.605
16 H 3.008 3.516 0.065  0.159
17 H 2.025 3.773 -1.600  0.126
18 H 2.693 1.532 -1.945  0.178
19 H 3.336 1.897 1.103  0.146
20 H 4.498 1.796 -0.345  0.132
21 H 2.222 -0.263 1.926  0.147
22 H 4.845 -0.150 -1.700  0.116
23 H 2.888 -2.588 2.272  0.113
24 H 5.106 -2.707 -1.492  0.086
25 H 4.206 -3.875 0.184  0.078
26 H 0.560 2.445 0.141  0.189
27 H -1.292 0.626 -0.776  0.148
28 H 0.087 -0.528 1.351  0.065
29 H -1.616 -0.928 1.923  0.189
30 H -1.155 -1.568 -1.009  0.091
31 H -0.522 -2.486 0.245  0.137
32 H -2.885 -2.056 1.412  0.116
33 H -2.972 -3.228 0.038  0.164
34 H -2.888 -0.705 -1.299  0.110
35 H -5.367 -2.499 0.749  0.120
36 H -4.519 -0.535 -2.538  0.243
37 H -6.069 0.159 -1.722  0.081
38 H -3.217 0.700 0.295  0.144
39 N 2.177 3.206 -0.689  -0.001
40 N 0.284 1.355 0.129  0.086
41 N -3.341 -0.977 -0.437  -0.061
42 N -5.653 -1.633 0.051  0.108
43 N -5.045 0.166 -1.432  0.063
44 O 1.019 -0.053 -1.450  0.115
45 O -1.365 2.656 1.791  0.076
46 O -3.310 1.821 0.606  -0.057

Computed properties:
* HOMO level: -8.97 eV
* HOMO-LUMO gap: 8.9984 eV

***

Of them, the most stable is (P) and the least stable is (Q).

***

(P)
Density functional theory data (ωB97M-V with the def2-TZVPD basis set) for 9 unconnected molecules or ions with the total composition C34H94N8O10.

Last column: Löwdin charge in e.
Positions of all 146 atoms, in Å:
1 C 12.869 7.283 -26.691  -0.199
2 C 12.162 6.000 -27.308  -0.225
3 O 11.494 6.385 -28.523  -0.083
4 O 14.103 7.681 -27.373  -0.122
5 H 13.091 7.101 -25.640  0.106
6 H 12.107 8.041 -26.870  0.102
7 H 11.816 5.298 -26.549  0.110
8 H 12.903 5.255 -27.599  0.089
9 H 12.023 7.019 -29.013  0.077
10 H 14.577 8.299 -26.812  -0.009
11 C 17.386 10.861 -18.769  -0.128
12 C 18.378 11.801 -18.265  -0.479
13 C 18.729 11.536 -16.763  -0.180
14 O 17.805 12.316 -15.964  -0.193
15 C 18.018 12.216 -14.593  -0.154
16 N 19.551 11.619 -19.149  0.025
17 H 16.582 10.641 -18.067  0.071
18 H 17.621 9.827 -19.021  0.083
19 H 16.865 11.364 -19.584  0.060
20 H 18.113 12.850 -18.402  0.112
21 H 19.750 11.797 -16.484  0.106
22 H 18.762 10.460 -16.587  0.118
23 H 17.200 12.856 -14.262  0.089
24 H 18.938 12.674 -14.229  0.078
25 H 17.990 11.196 -14.209  0.083
26 H 20.169 12.286 -18.708  0.042
27 H 19.382 12.118 -20.011  0.013
28 C 22.312 9.970 -21.311  -0.079
29 C 23.736 9.736 -21.816  -0.465
30 C 23.897 8.889 -23.118  -0.178
31 O 25.196 9.025 -23.723  -0.206
32 C 26.263 8.655 -22.923  -0.143
33 N 24.378 11.005 -22.073  0.040
34 H 22.144 8.982 -20.882  0.075
35 H 21.659 10.287 -22.124  0.055
36 H 22.291 10.727 -20.526  0.071
37 H 24.200 9.205 -20.986  0.121
38 H 23.205 9.200 -23.900  0.102
39 H 23.602 7.877 -22.842  0.113
40 H 27.109 8.398 -23.561  0.087
41 H 25.906 7.836 -22.300  0.094
42 H 26.721 9.473 -22.366  0.083
43 H 23.745 11.591 -22.598  0.063
44 H 25.191 10.763 -22.621  0.036
45 C 17.904 8.205 -26.706  -0.061
46 C 17.174 8.822 -25.513  -0.366
47 C 18.033 9.995 -24.886  -0.273
48 O 17.888 10.049 -23.551  -0.190
49 C 18.696 11.051 -22.900  -0.120
50 N 15.886 9.352 -26.002  0.060
51 H 18.834 7.705 -26.434  0.075
52 H 18.040 9.035 -27.399  0.065
53 H 17.176 7.635 -27.283  0.065
54 H 17.170 8.119 -24.680  0.138
55 H 17.972 10.940 -25.424  0.123
56 H 19.069 9.659 -24.939  0.106
57 H 18.120 11.682 -22.223  0.047
58 H 19.371 11.671 -23.491  0.048
59 H 19.422 10.441 -22.363  0.064
60 H 16.152 10.180 -26.515  0.069
61 H 15.358 9.611 -25.180  0.057
62 C 16.620 1.980 -32.505  -0.063
63 C 16.890 1.788 -31.043  -0.449
64 C 16.186 2.923 -30.208  -0.214
65 O 16.603 4.197 -30.582  -0.225
66 C 15.937 5.197 -29.798  -0.067
67 N 16.400 0.500 -30.647  0.035
68 H 15.535 2.063 -32.573  0.083
69 H 17.039 1.165 -33.095  0.078
70 H 17.068 2.904 -32.870  0.079
71 H 17.934 1.882 -30.745  0.097
72 H 16.260 2.798 -29.128  0.119
73 H 15.132 2.951 -30.487  0.116
74 H 16.098 6.184 -30.231  0.098
75 H 16.400 5.289 -28.816  0.068
76 H 14.880 4.945 -29.707  0.086
77 H 16.823 -0.368 -30.943  0.074
78 H 15.401 0.493 -30.797  0.071
79 C 13.691 11.035 -23.180  -0.065
80 C 13.804 12.468 -23.669  -0.448
81 C 15.250 13.059 -23.881  -0.146
82 O 15.177 14.544 -24.030  -0.216
83 C 16.465 15.082 -24.371  -0.188
84 N 12.981 12.619 -24.854  0.034
85 H 14.072 11.064 -22.160  0.071
86 H 14.342 10.296 -23.646  0.051
87 H 12.650 10.714 -23.152  0.072
88 H 13.353 13.173 -22.971  0.124
89 H 15.613 12.546 -24.772  0.097
90 H 15.944 12.818 -23.075  0.098
91 H 16.640 15.110 -25.447  0.067
92 H 17.263 14.536 -23.868  0.050
93 H 16.527 16.131 -24.079  0.072
94 H 13.069 13.550 -25.237  0.070
95 H 12.064 12.567 -24.434  0.068
96 C 19.848 12.029 -29.115  -0.093
97 C 20.933 11.127 -29.570  -0.408
98 C 22.374 11.287 -29.044  -0.180
99 O 22.519 11.277 -27.617  -0.191
100 C 22.029 10.182 -26.829  -0.101
101 N 20.309 9.761 -29.393  0.030
102 H 18.880 11.665 -29.460  0.068
103 H 19.938 12.987 -29.625  0.079
104 H 19.793 12.054 -28.026  0.075
105 H 20.925 11.366 -30.634  0.125
106 H 22.833 12.142 -29.540  0.115
107 H 23.018 10.516 -29.467  0.109
108 H 22.455 10.124 -25.827  0.065
109 H 22.480 9.267 -27.213  0.083
110 H 20.944 10.086 -26.802  0.057
111 H 20.852 8.975 -29.722  0.062
112 H 20.128 9.490 -28.438  0.021
113 C 18.817 4.126 -27.523  -0.055
114 C 19.777 3.455 -28.527  -0.371
115 C 19.831 1.810 -28.421  -0.139
116 O 20.674 1.126 -29.365  -0.204
117 C 20.229 0.008 -30.062  -0.138
118 N 19.463 4.028 -29.855  0.059
119 H 19.016 5.198 -27.537  0.073
120 H 18.945 3.654 -26.549  0.076
121 H 17.779 4.000 -27.830  0.046
122 H 20.826 3.700 -28.363  0.115
123 H 18.804 1.567 -28.694  0.092
124 H 20.038 1.359 -27.451  0.117
125 H 20.998 -0.647 -30.473  0.082
126 H 19.757 0.334 -30.989  0.069
127 H 19.528 -0.584 -29.473  0.087
128 H 18.469 4.201 -29.911  0.024
129 H 19.715 3.293 -30.500  0.056
130 C 15.006 10.887 -29.486  -0.043
131 C 14.338 12.117 -28.860  -0.446
132 C 12.836 11.869 -28.615  -0.257
133 O 12.231 12.900 -27.919  -0.179
134 C 10.892 12.465 -27.663  -0.120
135 N 14.894 12.581 -27.648  0.044
136 H 14.511 10.683 -30.435  0.075
137 H 14.959 10.006 -28.846  0.056
138 H 16.075 11.045 -29.630  0.066
139 H 14.388 13.003 -29.493  0.137
140 H 12.714 10.927 -28.080  0.127
141 H 12.455 11.862 -29.637  0.123
142 H 10.401 11.944 -28.485  0.081
143 H 10.398 13.371 -27.313  0.087
144 H 10.773 11.734 -26.863  0.074
145 H 14.652 13.540 -27.443  0.071
146 H 14.486 12.167 -26.822  0.035

Computed properties:
* charge: -1
* HOMO level (alpha / beta): 0.61 / -6.97 eV
* spin multiplicity: 2
* HOMO-LUMO gap (alpha / beta): 1.3925 / 8.9637 eV

***

(Q)
Density functional theory data (ωB97M-V with the def2-TZVPD basis set) for 9 unconnected molecules or ions with the total composition C34H94N8O10.

Last column: Löwdin charge in e.
Positions of all 146 atoms, in Å:
1 C -0.445 3.168 -5.728  -0.083
2 C -1.138 2.037 -5.064  -0.442
3 C -2.395 2.454 -4.316  -0.172
4 O -1.982 3.335 -3.206  -0.198
5 C -3.097 3.921 -2.552  -0.142
6 N -1.431 0.961 -6.044  0.054
7 H -0.983 3.352 -6.658  0.079
8 H 0.612 2.932 -5.842  0.077
9 H -0.395 4.076 -5.127  0.078
10 H -0.487 1.690 -4.261  0.132
11 H -2.781 1.575 -3.801  0.101
12 H -3.179 2.850 -4.962  0.127
13 H -4.078 3.450 -2.611  0.078
14 H -3.262 4.871 -3.059  0.078
15 H -3.011 4.180 -1.497  0.065
16 H -0.617 0.447 -6.349  0.043
17 H -1.771 1.417 -6.879  0.066
18 C -1.430 -3.853 6.038  -0.069
19 C -0.348 -2.767 5.901  -0.434
20 C -0.587 -1.904 4.601  -0.206
21 O -0.658 -2.486 3.309  -0.221
22 C 0.486 -3.293 2.983  -0.099
23 N -0.497 -1.820 6.994  0.018
24 H -1.386 -4.511 6.906  0.070
25 H -1.456 -4.573 5.221  0.067
26 H -2.403 -3.370 5.952  0.075
27 H 0.643 -3.220 5.926  0.126
28 H 0.229 -1.186 4.517  0.102
29 H -1.455 -1.257 4.730  0.113
30 H 1.371 -2.657 3.006  0.082
31 H 0.447 -3.869 2.059  0.088
32 H 0.565 -4.111 3.699  0.072
33 H 0.326 -1.241 6.906  0.057
34 H -1.420 -1.420 7.085  0.070
35 C 5.353 4.653 7.811  -0.088
36 C 4.814 3.234 7.618  -0.395
37 C 4.662 2.766 6.158  -0.217
38 O 3.563 3.489 5.595  -0.205
39 C 2.846 2.723 4.639  -0.142
40 N 5.911 2.387 8.205  0.006
41 H 5.657 4.788 8.849  0.075
42 H 4.700 5.436 7.425  0.071
43 H 6.150 4.841 7.091  0.072
44 H 4.007 3.172 8.348  0.135
45 H 4.430 1.701 6.172  0.097
46 H 5.517 2.764 5.482  0.120
47 H 2.370 1.842 5.070  0.068
48 H 3.586 2.491 3.874  0.076
49 H 2.019 3.328 4.267  0.079
50 H 5.683 1.459 7.877  0.045
51 H 6.749 2.541 7.662  0.055
52 C -0.961 -0.679 -1.659  -0.051
53 C -0.278 -1.203 -0.406  -0.399
54 C 0.917 -0.270 0.063  -0.159
55 O 1.281 -0.490 1.446  -0.229
56 C 2.059 0.495 2.096  -0.141
57 N -1.293 -1.350 0.592  0.045
58 H -0.160 -0.741 -2.396  0.047
59 H -1.204 0.382 -1.613  0.076
60 H -1.772 -1.328 -1.990  0.072
61 H 0.129 -2.209 -0.512  0.135
62 H 0.579 0.758 -0.072  0.092
63 H 1.785 -0.412 -0.580  0.096
64 H 1.993 0.422 3.182  0.057
65 H 1.698 1.517 1.983  0.068
66 H 3.094 0.507 1.755  0.066
67 H -1.632 -0.465 0.942  0.036
68 H -0.928 -1.756 1.441  0.045
69 C 6.440 3.379 1.959  -0.094
70 C 6.055 2.428 0.831  -0.496
71 C 6.469 0.962 1.196  -0.170
72 O 7.925 0.679 1.362  -0.190
73 C 8.816 1.535 0.596  -0.129
74 N 4.637 2.589 0.539  0.036
75 H 7.451 3.411 2.364  0.067
76 H 5.828 3.148 2.831  0.055
77 H 6.130 4.398 1.725  0.065
78 H 6.690 2.798 0.026  0.100
79 H 5.961 0.424 0.395  0.084
80 H 5.886 0.580 2.034  0.105
81 H 9.782 1.032 0.608  0.078
82 H 8.964 2.526 1.025  0.065
83 H 8.472 1.637 -0.433  0.077
84 H 4.376 2.033 -0.264  0.025
85 H 4.429 3.562 0.365  0.038
86 C -1.588 2.869 0.910  -0.085
87 C -1.963 2.332 2.287  -0.420
88 C -3.478 2.684 2.576  -0.168
89 O -3.817 2.140 3.859  -0.204
90 C -4.779 1.088 3.980  -0.112
91 N -1.763 0.898 2.382  0.070
92 H -2.252 2.447 0.156  0.064
93 H -0.545 2.635 0.698  0.055
94 H -1.712 3.944 0.787  0.066
95 H -1.398 2.850 3.061  0.126
96 H -4.116 2.296 1.782  0.118
97 H -3.450 3.773 2.534  0.114
98 H -4.677 0.273 3.263  0.067
99 H -5.805 1.419 3.817  0.076
100 H -4.750 0.623 4.966  0.083
101 H -2.311 0.649 3.194  0.061
102 H -0.791 0.676 2.541  0.069
103 C 0.637 -1.368 -5.003  -0.087
104 C 1.182 -2.597 -5.882  -0.365
105 C 0.625 -4.026 -5.480  -0.190
106 O 1.101 -4.473 -4.218  -0.176
107 C 1.138 -5.868 -4.174  -0.138
108 N 0.691 -2.159 -7.188  0.010
109 H 0.851 -1.668 -3.977  0.049
110 H -0.434 -1.203 -4.882  0.049
111 H 1.142 -0.429 -5.226  0.066
112 H 2.268 -2.521 -5.926  0.133
113 H 1.174 -4.566 -6.251  0.107
114 H -0.437 -4.118 -5.706  0.113
115 H 1.800 -6.412 -4.849  0.086
116 H 0.104 -6.207 -4.239  0.087
117 H 1.474 -6.109 -3.165  0.088
118 H -0.296 -2.370 -7.144  0.051
119 H 0.966 -2.846 -7.876  0.059
120 C -4.745 -4.471 -6.090  -0.065
121 C -3.915 -3.814 -4.947  -0.381
122 C -3.459 -2.370 -5.211  -0.165
123 O -4.684 -1.625 -5.570  -0.187
124 C -4.486 -0.237 -5.664  -0.137
125 N -4.658 -3.915 -3.619  0.045
126 H -4.157 -4.590 -7.001  0.066
127 H -5.654 -3.969 -6.422  0.067
128 H -5.070 -5.461 -5.768  0.066
129 H -2.997 -4.386 -4.813  0.114
130 H -2.673 -2.385 -5.967  0.104
131 H -3.033 -2.013 -4.273  0.108
132 H -3.686 0.068 -6.337  0.054
133 H -4.247 0.297 -4.744  0.063
134 H -5.414 0.142 -6.092  0.085
135 H -4.126 -3.597 -2.822  0.047
136 H -5.578 -3.503 -3.687  0.058
137 C -4.580 -1.027 -0.109  -0.232
138 C -5.806 -1.010 -0.940  -0.245
139 O -6.807 -1.719 -0.208  -0.063
140 O -3.900 -2.309 -0.292  -0.110
141 H -4.717 -0.796 0.948  0.105
142 H -3.743 -0.390 -0.395  0.096
143 H -5.714 -1.438 -1.938  0.112
144 H -6.060 0.047 -1.013  0.112
145 H -7.510 -1.076 -0.094  0.073
146 H -2.994 -2.198 0.005  0.011

Computed properties:
* charge: -1
* HOMO level (alpha / beta): 0.56 / -6.70 eV
* spin multiplicity: 2
* HOMO-LUMO gap (alpha / beta): 1.6114 / 8.7816 eV

***

Of them, the most stable is (Q) and the least stable is (P).

***

(P)
Density functional theory data (ωB97M-V with the def2-TZVPD basis set) for 2 unconnected molecules or ions with the total composition CClNO3P.

Last column: Löwdin charge in e.
Positions of all 7 atoms, in Å:
1 C -0.535 -1.744 -0.398  -0.672
2 N -0.309 -2.795 0.029  0.035
3 O 1.733 0.547 0.493  -0.344
4 O -0.555 1.306 1.500  -0.350
5 O -0.810 -0.659 -0.905  -0.148
6 P 0.363 1.031 0.402  0.144
7 Cl 0.113 2.313 -1.120  0.336

Computed properties:
* charge: -1
* HOMO level: -5.28 eV
* HOMO-LUMO gap: 8.3636 eV

***

(Q)
Density functional theory data (ωB97M-V with the def2-TZVPD basis set) for 2 unconnected molecules or ions with the total composition CClNO3P.

Last column: Löwdin charge in e.
Positions of all 7 atoms, in Å:
1 C -2.209 -0.198 -0.156  -0.700
2 N -3.172 -0.833 -0.340  -0.020
3 O 1.469 -0.083 -1.424  -0.316
4 O 1.575 -1.078 1.039  -0.319
5 O -1.264 0.549 0.136  -0.174
6 P 1.556 -0.085 0.007  0.183
7 Cl 2.045 1.727 0.737  0.346

Computed properties:
* charge: -1
* HOMO level: -4.29 eV
* HOMO-LUMO gap: 6.9965 eV

***

Of them, the most stable is (P) and the least stable is (Q).